[1]
ORCA calculation (the ωB97M-V functional and the def2-TZVPD basis) on a molecular structure, C23H22AsN7O9S5V at a distorted geometry.

**E_HOMO (spin up / spin down)**: -0.201 / -0.203 Eh
**E_tot**: -7120.82589 Eh
**Spin multiplicity**: 3
**Charge**: -1
**Gap between HOMO and LUMO (spin up / spin down)**: 7.0 / 6.0 eV

Each line ends with the Mulliken spin population.
Element x y z (Å)
H 5.5283 1.6401 -2.1280  0.000
H -4.7199 -0.4706 -0.5436  0.003
S -0.6695 -2.3350 1.3509  -0.037
C -0.9476 3.1442 2.8873  -0.001
C -3.6165 5.5046 1.7059  -0.001
H 5.8238 0.1732 -1.1878  0.000
S 1.7120 0.2134 1.9805  -0.007
C -3.7157 -0.0080 -2.4116  0.003
C 2.4310 -0.4928 0.6023  0.006
C 2.2335 -4.7344 -1.7936  0.001
H 1.3805 -2.1717 0.9126  -0.004
C -1.3461 0.3157 -2.3026  0.011
H 2.6885 -4.2687 -2.6577  0.000
C -2.4617 4.5453 1.7015  0.001
C -1.3548 0.1218 -0.8955  0.002
H 0.6248 -6.3128 1.3398  0.000
C 5.0059 1.8272 -0.0295  0.000
H -2.4898 0.4213 -4.1033  0.000
N -4.4745 5.3785 0.6586  0.000
H 3.1694 1.9685 -1.1686  0.000
H 3.6053 -0.4342 -0.9839  0.000
C 2.7130 -2.6318 -0.5992  0.003
S -0.7732 -0.3361 4.0269  -0.039
C -0.7936 3.2399 0.6116  -0.003
H -0.5679 2.7156 3.8079  0.000
H 1.5356 -4.0638 1.4707  0.012
C 1.5950 -4.5953 0.5285  -0.019
N 3.2328 0.1349 -0.2259  0.001
S -2.7453 -3.4009 4.2193  0.665
N -4.9362 -0.0376 -3.2020  0.000
H 5.3216 1.4005 0.9258  0.000
S 0.4190 -3.7132 4.4237  0.434
O -3.7664 6.3307 2.5833  0.000
C 1.1343 -6.5873 -0.7329  -0.001
C -2.5211 0.2575 -3.0374  -0.006
C 3.5175 1.5601 -0.2164  0.001
H -5.2978 5.9556 0.6631  0.000
O 3.5584 -2.2538 -1.3959  0.000
O 0.9347 0.5869 -2.4156  0.001
H 0.7172 -7.5848 -0.7882  0.000
C -1.9889 4.0571 2.9083  0.000
C 1.0800 -5.8804 0.4587  0.000
N -2.5691 -0.2814 1.1162  -0.147
N 2.1788 -1.8187 0.3742  0.003
N -0.1188 0.6043 -3.0258  0.000
V -0.7538 0.0210 1.7740  1.318
O -5.9722 -0.3341 -2.6353  0.001
C -1.8374 4.1425 0.5271  -0.001
O -4.8572 0.2085 -4.3935  0.002
H 2.9366 2.0100 0.5851  0.000
As -1.0012 -2.4418 3.4979  -0.051
C 1.7136 -6.0149 -1.8597  0.000
H -4.4478 4.5788 0.0521  0.000
H 1.7523 -6.5664 -2.7902  0.000
H 6.9091 1.5474 -1.0309  0.000
N -0.3659 2.7288 1.7622  0.006
O -2.3021 0.9386 1.6656  -0.041
O -0.3434 0.2141 -0.1118  -0.017
H -2.1462 4.5281 -0.4360  0.000
C -2.6273 -0.1724 -0.3235  -0.015
H 5.1461 2.9086 0.0362  0.000
C 5.8641 1.2636 -1.1593  0.000
H -0.2876 2.8882 -0.2814  0.002
C -3.7846 -0.2340 -1.0308  -0.008
C 2.1680 -4.0180 -0.6016  0.000
O -0.2007 0.8217 -4.2254  0.003
H -2.4504 4.3652 3.8358  0.000
O -3.3785 -1.0671 1.7308  -0.079

[2]
ORCA calculation (the ωB97M-V functional and the def2-TZVPD basis) on 2 unconnected molecules or ions with the total composition C23H22BCl2F5O7S at a distorted geometry.

**E_HOMO**: -0.362 Eh
**E_tot**: -3258.82681 Eh
**Charge**: 0
**SMILES**: CB(O)C1=C(S(=O)(=O)C(F)(F)C(F)(F)F)C(=O)C(/C(Cl)=C(/C)Cl)=C(CCC(C)C)C1=O.O=C1C=CC(=O)C=C1
**Gap between HOMO and LUMO**: 7.8 eV

Each line ends with the Löwdin charge.
Element x y z (Å)
S 0.2155 -2.0936 -1.0255  0.858
H -4.1473 -1.9584 1.3120  0.082
H 1.8427 4.6443 -3.1268  0.096
F 4.2551 -2.0875 -1.1512  0.117
H 1.5994 2.5952 3.6680  0.124
Cl 3.0436 4.0043 0.2953  0.625
H 0.5046 -4.6024 -3.6848  0.100
C -0.5216 0.6792 2.2278  -0.192
H 2.2214 5.1335 3.7973  0.070
H 1.3372 2.9146 6.5370  0.071
C -1.1476 -3.5660 -4.4887  0.019
C -0.4642 3.6557 3.6456  -0.175
H -3.7471 -0.1834 0.7427  0.075
H -1.6644 3.4960 1.7570  0.134
H -0.3755 2.5004 6.0411  0.072
F 2.1912 -1.0398 -2.6397  0.089
H -3.3505 -1.6970 -0.3210  0.091
C 1.5355 3.1615 -0.2421  -0.582
H 1.7536 5.6315 -1.5796  0.069
O -0.8433 -1.8337 -2.0800  -0.314
C -2.8554 -4.9911 -5.6873  0.018
H -3.7889 -5.0366 -6.2343  0.120
H 1.0197 1.3766 5.5956  0.075
C 1.8698 -2.2131 -1.9517  -0.309
O -0.1916 -6.9816 -4.4428  0.104
H 1.3181 5.1872 5.4796  0.087
C -2.1289 -6.0790 -5.4279  0.019
H 0.2722 5.4390 -2.6457  0.083
C -0.4239 -4.6502 -4.2294  0.025
C 3.0541 -2.7938 -1.0379  -0.376
H -1.3181 3.1577 4.2293  0.107
O -0.0076 -3.4475 -0.4344  -0.275
O -0.8197 0.5661 3.4233  0.113
C 0.3094 -0.7220 0.1911  -0.103
F 2.7421 -2.8078 0.3356  0.096
F 3.3062 -4.1126 -1.4162  0.119
H -0.0457 4.3078 1.5599  0.118
F 1.6414 -3.2034 -2.9596  0.030
C 1.1762 4.8795 -2.2266  -0.124
C -0.5601 3.4276 2.0675  -0.119
C -0.6692 -0.5544 1.2073  0.058
C 0.7966 3.6074 -1.3672  -0.594
H 2.7816 4.1350 5.2229  0.082
H -2.4328 -7.0674 -5.7498  0.120
C 0.9415 3.2712 4.2995  -0.373
O 2.6540 0.1627 -0.0408  0.096
H -2.1945 -2.6126 3.0908  0.116
C -3.4264 -1.2727 0.7438  -0.006
C -0.8561 -5.9903 -4.6788  -0.380
H -0.6154 4.7836 3.8218  0.121
O -3.0839 -2.6589 -5.4709  0.102
Cl -0.6977 2.6544 -1.8333  0.619
C 0.0034 2.0397 1.5587  -0.065
C 1.8462 4.5471 4.6935  -0.111
O -1.7684 -2.6989 2.2155  0.077
B -1.9603 -1.5186 1.4112  -0.378
C 0.7052 2.4668 5.6951  -0.096
C 1.4600 0.3982 0.1795  -0.230
H -0.8401 -2.5810 -4.1656  0.095
C -2.4199 -3.6511 -5.2360  -0.379
C 0.9692 1.8825 0.5301  -0.113

[3]
ORCA calculation (the ωB97M-V functional and the def2-TZVPD basis) on a molecular structure, C23H22BaBr3N3O3S3 at a distorted geometry.

**ΔE to the lowest compared entry with this formula, charge and spin**: 28.4 kcal per mole
**E_HOMO**: -0.295 Eh
**E_tot**: -10221.65833 Eh
**Charge**: 0
**Gap between HOMO and LUMO**: 8.1 eV

Each line ends with the Löwdin charge.
Element x y z (Å)
C 1.1593 2.4553 2.8966  -0.475
C -2.6017 -1.5441 -1.7885  -0.332
H -2.7149 -1.2969 -3.9123  0.072
H 4.0698 1.6753 -1.6710  0.070
C 1.3464 2.1117 4.2004  -0.102
H 2.0863 3.1025 6.0282  0.099
H -3.9081 3.6824 1.0491  0.058
C 1.3101 1.8107 0.5220  -0.523
H 1.9917 3.0343 -2.5073  0.104
N -2.7958 -0.3505 -1.4346  0.061
H 1.0965 1.1307 4.5693  0.114
C 1.4770 -0.1104 -4.0181  -0.663
O -0.5428 -3.0747 0.7117  -0.585
Br -0.2775 -2.6007 4.1686  0.646
C 1.0230 -0.4810 -2.7577  -0.200
C 0.5493 1.5635 1.8267  -0.698
H 0.0601 -0.1420 -2.3971  0.102
C -2.2186 -2.4519 -0.6816  -0.325
Br 2.3735 -3.6622 2.7405  0.570
C -2.6879 -2.0969 -3.1736  -0.004
C 2.0829 4.2980 4.2435  -0.415
C -3.2300 -3.3738 -0.0789  -0.005
C -3.1138 2.9768 1.2228  -0.415
O 0.6703 0.2603 2.1762  -0.610
H -3.5882 -2.7031 -3.2821  0.088
C 3.1464 1.8349 -1.1409  -0.401
H 0.6225 -4.9065 3.9724  0.002
C 2.7112 -0.5566 -4.4604  -0.097
H -0.0004 -4.2765 2.3773  -0.030
N -1.0008 -2.3339 -0.3147  -0.290
C 2.9082 -1.7058 -2.3822  -0.146
C -0.9202 1.9142 1.6282  -0.437
S 1.7168 4.0568 2.5839  1.026
C 1.0094 2.5148 -0.6044  -0.125
H 4.4087 -1.7558 -3.9139  0.110
H -1.8076 -0.0360 1.7440  0.100
H -1.8334 -2.7477 -3.3550  0.087
N 1.7287 -1.2669 -1.9607  -0.072
H 2.4702 5.2438 4.5805  0.058
Br 0.4115 1.0211 -5.0921  0.767
H 3.0851 -0.2718 -5.4337  0.109
S 2.9116 1.1606 0.4180  0.997
H -3.5271 -4.1538 -0.7836  0.084
H -4.1321 1.0818 1.2755  0.102
C 1.8791 3.1703 4.9719  -0.184
H -4.1254 -2.8116 0.1862  0.086
H -3.2126 1.3494 -2.0159  0.090
H 3.4499 -2.3525 -1.7032  0.114
C 3.4429 -1.3758 -3.6159  -0.047
C 2.0557 2.5294 -1.5554  -0.180
S -1.5014 3.5298 1.4379  1.035
Ba 0.9288 -1.3316 0.6848  1.859
H 0.0669 3.0142 -0.7500  0.092
C -3.2056 1.6296 1.3541  -0.193
C 0.5590 -4.0712 3.2852  -1.047
O -3.1073 0.5076 -2.4726  -0.048
C -1.9497 1.0229 1.5946  -0.120
H -2.8062 -3.8406 0.8073  0.070

[4]
ORCA calculation (the ωB97M-V functional and the def2-TZVPD basis) on a molecular structure, C23H22CaCl4F2N4O3S at a distorted geometry.

**ΔE to the lowest compared entry with this formula, charge and spin**: 101.8 kcal per mole
**E_HOMO (spin up / spin down)**: -0.299 / -0.299 Eh
**E_tot**: -4450.67055 Eh
**Charge**: 0
**Gap between HOMO and LUMO (spin up / spin down)**: 6.7 / 6.7 eV

Each line ends with the Löwdin charge.
Element x y z (Å)
C 1.9147 0.2261 -2.8621  -0.216
C -4.0593 0.3827 -2.7061  -0.980
N -3.1526 3.5097 -0.2240  0.171
C 0.4016 3.6050 4.9040  -0.075
H -2.7396 -3.6045 1.3116  0.115
H 4.5880 -3.5531 -2.3628  0.129
C -0.0849 3.8827 2.1530  -0.674
C 1.1711 -1.7824 -1.5826  -0.204
C 2.1334 1.8714 -4.5988  -0.048
C -2.6215 0.3332 -2.1386  -0.822
Cl -0.4316 6.5748 2.4157  0.676
Ca -0.4746 -0.3344 -0.9183  1.286
H 0.6010 3.5014 5.9619  0.111
C 2.1894 -1.1214 -2.3025  -0.168
H 0.6183 1.5086 4.4914  0.104
Cl -4.7224 -1.2672 -2.5079  0.608
Cl 0.2518 1.1726 1.7769  0.726
C 1.2512 2.6848 -3.9010  -0.056
C 0.1717 2.6259 2.7303  -0.639
H 0.0310 2.7993 -2.1427  0.071
C -0.3467 -3.1885 2.1393  -0.209
C -2.6888 -2.5336 1.5163  -0.254
F 2.7785 -5.0407 -1.2129  0.054
O -2.4593 3.5219 0.6566  -0.169
Cl -5.1157 1.5444 -1.9189  0.607
H -0.3134 -3.3509 1.0583  0.082
C 3.4018 -1.7700 -2.5351  -0.223
H 0.6486 -3.7019 -0.7256  0.089
S -0.3666 4.0875 0.4514  0.756
F 4.4453 -1.1097 -3.0978  0.050
C 0.7325 2.2032 -2.7158  -0.137
H 1.7220 -3.4368 2.6936  0.107
H -2.9455 -0.9231 0.2826  0.060
O -1.8035 -0.3542 -2.7706  -0.106
H 1.6214 -2.1287 0.6683  0.016
H 2.3074 -1.2111 1.8251  0.073
H -2.8429 -2.3191 -0.5365  0.057
H -4.0430 0.5886 -3.7702  0.068
H 3.1362 -0.0159 -4.6172  0.114
O -2.3665 0.9035 -1.0413  -0.222
N 1.0490 1.0140 -2.2016  0.007
C 2.4646 0.6347 -4.0799  0.001
H 0.9087 -2.1025 3.5141  0.109
H -3.6376 -2.2443 1.9757  0.110
H 2.5518 2.1940 -5.5436  0.110
C -1.5154 -2.2533 2.4514  -0.210
H -1.8182 -2.3605 3.4956  0.112
H -0.5149 -4.1543 2.6211  0.116
C 0.4128 2.4901 4.0862  -0.115
C 1.4102 -3.1172 -1.2338  -0.119
C -0.1013 4.9936 3.0220  -0.684
N 1.4378 -1.6486 1.5444  -0.014
H -1.1982 -1.2200 2.2882  0.066
C 2.6008 -3.7442 -1.5479  -0.280
H 0.9678 3.6615 -4.2662  0.104
C 1.0032 -2.6201 2.5550  -0.271
C 3.6372 -3.0784 -2.1683  0.056
C 0.1402 4.8561 4.3781  -0.114
N -2.4570 -1.8133 0.2525  -0.021
H 0.1199 5.7328 5.0101  0.105

- The lowest E_tot belongs to which entry?
  C23H22BaBr3N3O3S3